An isolated ion of composition CHClN3O and charge +1. Source: the OMol25 dataset; level of theory: ωB97M-V/def2-TZVPD.

Properties
E_tot = -737.82796 hartree
Energy above the lowest of the compared OMol25 structures with the same formula, charge and spin = 30.7 kcal per mole
<S²> = 2.01
Gap between HOMO and LUMO (alpha / beta) = 9.789 / 7.903 eV

ORCA input file:
```
! RIJCOSX wB97M-V def2-TZVPD def2/J DEFGRID3
* xyz 1 3
C -0.70 -0.36 -1.80
N -0.87 -0.64 0.55
N -0.48 -0.24 -0.60
N 1.14 0.67 1.17
O -0.74 -0.48 -2.93
Cl 0.08 -0.26 1.77
H 1.57 1.31 1.82
*
```


A 2-piece molecular cluster, C5H8N2S overall. Source: the OMol25 dataset; level of theory: ωB97M-V/def2-TZVPD.

Properties
E_tot = -702.84918 hartree
Energy above the lowest of the compared OMol25 structures with the same formula, charge and spin = 113.5 kcal per mole
Gap between HOMO and LUMO (alpha / beta) = 5.837 / 5.850 eV

ORCA input file:
```
! RIJCOSX wB97M-V def2-TZVPD def2/J DEFGRID3
* xyz 0 1
C 1.68 -2.20 -1.02
C 0.18 -0.59 -1.34
C 0.84 -0.49 -0.15
C -0.90 0.19 -1.98
C 0.17 1.58 3.39
N 1.74 -1.44 0.05
N 0.74 -1.73 -1.89
S -0.01 2.14 1.70
H 2.27 -3.07 -1.19
H -0.78 1.24 -1.72
H -0.86 0.07 -3.06
H -1.87 -0.14 -1.62
H -0.20 0.56 3.47
H -0.42 2.23 4.03
H 1.22 1.63 3.68
H 0.50 -2.12 -2.79
*
```


A 2-piece molecular cluster, C2H3ClFN overall. Source: the OMol25 dataset; level of theory: ωB97M-V/def2-TZVPD.

Properties
E_tot = -692.58800 hartree
Energy above the lowest of the compared OMol25 structures with the same formula, charge and spin = 125.3 kcal per mole
Gap between HOMO and LUMO (alpha / beta) = 8.896 / 9.730 eV

ORCA input file:
```
! RIJCOSX wB97M-V def2-TZVPD def2/J DEFGRID3
* xyz 0 1
C 1.41 -0.36 1.00
C -0.93 0.19 -0.64
N -0.26 0.69 0.46
F -0.22 -0.64 -1.46
Cl -2.60 -0.42 -0.20
H 1.91 0.30 1.73
H 1.88 -0.97 0.31
H -1.19 1.21 -1.20
*
```


A 2-piece molecular cluster, FHIPS overall. Source: the OMol25 dataset; level of theory: ωB97M-V/def2-TZVPD.

Properties
E_tot = -1137.71021 hartree
SMILES = S=PI.F
Energy above the lowest of the compared OMol25 structures with the same formula, charge and spin = 21.7 kcal per mole
Gap between HOMO and LUMO = 7.518 eV

ORCA input file:
```
! RIJCOSX wB97M-V def2-TZVPD def2/J DEFGRID3
* xyz 0 1
S -0.65 -1.56 0.52
P -1.11 -0.39 -0.89
I -1.66 1.77 0.10
F 1.55 0.49 -0.12
H 1.87 -0.29 0.40
*
```


C25H32Br2CuN6O2 as an isolated structure. Source: the OMol25 dataset; level of theory: ωB97M-V/def2-TZVPD.

Properties
E_tot = -8239.45542 hartree
Energy above the lowest of the compared OMol25 structures with the same formula, charge and spin = 1.2 kcal per mole
Gap between HOMO and LUMO = 6.043 eV

ORCA input file:
```
! RIJCOSX wB97M-V def2-TZVPD def2/J DEFGRID3
* xyz -1 1
Cu -0.48 0.52 -0.98
C 0.68 -1.17 -3.33
N 2.02 -0.67 -3.09
C 2.63 0.19 -4.08
C 3.92 0.57 -3.39
N 3.53 0.57 -1.99
C 4.65 0.53 -1.06
C 2.39 -0.23 -1.83
N 1.70 -0.51 -0.80
C 2.05 0.00 0.51
C 1.01 -0.42 1.54
N -0.29 0.15 1.25
C -1.20 0.20 2.15
N -1.18 -0.28 3.47
C -0.48 -1.49 3.86
C -2.49 -0.09 4.08
C -3.14 0.95 3.19
N -2.43 0.78 1.95
C -2.77 1.64 0.84
H 0.69 -1.81 -4.21
H -0.03 -0.35 -3.48
H 0.34 -1.73 -2.47
H 2.00 1.07 -4.28
H 2.79 -0.34 -5.02
H 4.29 1.55 -3.69
H 4.70 -0.18 -3.58
H 5.40 1.24 -1.42
H 5.11 -0.46 -1.01
H 4.36 0.84 -0.07
H 2.13 1.09 0.51
H 3.01 -0.41 0.87
H 1.39 -0.10 2.52
H 0.98 -1.51 1.54
H -0.40 -2.19 3.04
H -1.08 -1.98 4.64
H 0.51 -1.30 4.27
H -2.40 0.22 5.12
H -3.06 -1.03 4.05
H -3.01 1.97 3.59
H -4.21 0.77 3.05
H -3.83 1.49 0.60
H -2.19 1.36 -0.04
H -2.58 2.69 1.07
Br -0.70 -6.00 3.54
C -1.27 -4.65 2.32
C -0.43 -4.29 1.28
C -0.84 -3.27 0.42
C -2.08 -2.65 0.59
C -2.89 -3.04 1.64
C -2.49 -4.03 2.53
C -2.53 -1.55 -0.38
O -3.69 -1.16 -0.28
O -1.64 -1.20 -1.22
H 0.52 -4.77 1.15
H -0.20 -2.93 -0.38
H -3.85 -2.54 1.75
H -3.12 -4.33 3.35
Br 0.41 6.86 -3.08
C 0.16 5.05 -2.52
C 1.25 4.31 -2.11
C 1.04 2.99 -1.71
C -0.21 2.35 -1.68
C -1.27 3.18 -2.12
C -1.11 4.50 -2.53
H 2.24 4.75 -2.11
H 1.93 2.44 -1.40
H -2.28 2.78 -2.15
H -1.96 5.09 -2.85
*
```


C12H24ClMnN6O as an isolated structure. Source: the OMol25 dataset; level of theory: ωB97M-V/def2-TZVPD.

Properties
E_tot = -2486.18407 hartree
Energy above the lowest of the compared OMol25 structures with the same formula, charge and spin = 3.4 kcal per mole
<S²> = 6.25
Gap between HOMO and LUMO (alpha / beta) = 8.154 / 9.742 eV

ORCA input file:
```
! RIJCOSX wB97M-V def2-TZVPD def2/J DEFGRID3
* xyz 2 5
Mn 0.24 -0.77 0.46
C 3.06 0.57 0.37
C 2.11 1.38 -0.50
N 1.14 0.49 -1.18
C 1.71 -0.37 -2.24
C 1.18 -1.79 -2.10
N 1.26 -2.25 -0.69
C 2.67 -2.43 -0.21
C 2.90 -1.79 1.15
N 2.32 -0.43 1.19
H 3.62 1.25 1.01
H 3.79 0.04 -0.23
H 2.69 1.97 -1.22
H 1.54 2.07 0.12
H 0.39 1.06 -1.56
H 2.80 -0.35 -2.16
H 1.47 0.01 -3.23
H 1.73 -2.46 -2.76
H 0.13 -1.82 -2.39
H 0.79 -3.15 -0.64
H 3.34 -2.01 -0.96
H 2.90 -3.50 -0.15
H 3.97 -1.77 1.36
H 2.42 -2.37 1.93
H 2.30 -0.11 2.16
C -1.98 2.81 2.48
N -2.52 2.17 1.27
C -3.72 2.55 0.74
C -4.23 1.95 -0.35
C -3.46 0.89 -0.92
N -2.28 0.53 -0.40
C -1.82 1.16 0.67
O -0.72 0.82 1.22
N -3.90 0.22 -1.98
H -2.71 3.53 2.84
H -1.05 3.33 2.24
H -1.79 2.06 3.24
H -4.22 3.36 1.25
H -5.18 2.25 -0.77
H -4.79 0.45 -2.41
H -3.37 -0.55 -2.35
Cl -0.30 -2.10 2.68
C -1.15 -2.11 1.13
H -2.14 -1.68 1.21
H -1.14 -3.10 0.68
*
```


C4H7NO in the gas phase. Source: the OMol25 dataset; level of theory: ωB97M-V/def2-TZVPD.

Properties
E_tot = -286.56493 hartree
SMILES = C[C@H]1CN1C=O
Energy above the lowest of the compared OMol25 structures with the same formula, charge and spin = 41.9 kcal per mole
Gap between HOMO and LUMO = 10.800 eV

ORCA input file:
```
! RIJCOSX wB97M-V def2-TZVPD def2/J DEFGRID3
* xyz 0 1
C -1.32 -0.12 0.64
C -0.30 -0.75 -0.30
C 0.36 0.07 -1.36
N 1.11 -0.40 -0.22
C 1.63 0.47 0.73
O 2.09 1.57 0.49
H -0.87 0.26 1.55
H -2.07 -0.87 0.93
H -1.85 0.71 0.16
H -0.46 -1.80 -0.51
H 0.62 -0.38 -2.31
H 0.14 1.14 -1.39
H 1.64 0.02 1.73
*
```


A 2-piece molecular cluster, C4H8O overall. Source: the OMol25 dataset; level of theory: ωB97M-V/def2-TZVPD.

Properties
E_tot = -232.26317 hartree
Energy above the lowest of the compared OMol25 structures with the same formula, charge and spin = 114.5 kcal per mole
Gap between HOMO and LUMO (alpha / beta) = 9.575 / 6.853 eV

ORCA input file:
```
! RIJCOSX wB97M-V def2-TZVPD def2/J DEFGRID3
* xyz 0 1
C 2.22 0.32 0.15
C -0.61 -1.41 0.06
C -1.00 1.12 -0.06
C -0.66 -0.14 -0.73
O 3.32 -0.19 0.05
H 2.09 0.92 1.15
H -1.53 -1.50 0.53
H 0.27 -1.17 0.70
H -0.49 -2.15 -0.68
H -0.41 1.10 1.00
H -2.12 1.03 0.20
H -0.69 2.06 -0.52
H -0.37 -0.01 -1.87
*
```